Record 1
ORCA calculation (ωB97M-V/def2-TZVPD) on a cluster of 9 separate species, C35H71NO25 in total at a distorted geometry.

Output
molecular weight	905.93	g mol⁻¹
HOMO energy	-9.12	eV
SMILES string	CCOC(=O)OC.CCOC(=O)OC.CCOC(=O)OC.CCOC(=O)OC.CCOC(=O)OC.CCOC(=O)OC.CCOC(=O)OC.CCOC(=O)OC.CN(C)C=O
electronic energy	-3311.9270	Ha

```
! wB97M-V def2-TZVPD RIJCOSX def2/J DEFGRID3
* xyz 0 1
C 22.532 18.059 17.692
C 21.572 17.577 16.568
O 20.473 16.852 17.089
C 19.372 17.530 17.375
O 19.161 18.667 17.221
O 18.481 16.717 17.934
C 18.604 15.300 17.835
H 23.409 18.511 17.286
H 22.827 17.222 18.256
H 22.070 18.897 18.235
H 22.114 16.823 15.947
H 21.226 18.357 15.907
H 17.789 14.843 18.373
H 19.525 14.915 18.170
H 18.548 14.891 16.774
C 14.074 10.227 12.841
C 15.257 10.379 13.688
O 16.335 11.104 13.025
C 17.308 11.307 13.953
O 17.291 11.066 15.094
O 18.324 11.913 13.413
C 18.615 11.970 12.002
H 14.394 10.044 11.833
H 13.477 11.133 12.717
H 13.533 9.370 13.220
H 15.621 9.379 13.995
H 15.031 10.934 14.574
H 19.680 11.772 11.914
H 18.332 12.925 11.541
H 18.026 11.238 11.438
C 22.894 20.069 8.869
C 22.212 19.076 9.791
O 23.112 18.973 10.912
C 23.121 17.824 11.597
O 22.392 16.926 11.389
O 23.998 17.927 12.604
C 24.401 16.678 13.251
H 23.885 19.636 8.628
H 23.068 20.987 9.328
H 22.368 20.227 7.923
H 22.063 18.114 9.300
H 21.241 19.359 10.139
H 24.211 15.754 12.684
H 23.884 16.636 14.211
H 25.397 16.651 13.620
C 13.818 15.145 8.049
C 14.275 13.785 8.636
O 14.056 13.630 10.000
C 15.028 14.031 10.881
O 16.100 14.423 10.646
O 14.502 13.955 12.076
C 15.359 14.111 13.254
H 14.260 15.980 8.724
H 12.716 15.181 8.118
H 14.100 15.258 7.019
H 15.405 13.684 8.412
H 13.698 13.025 8.129
H 14.941 13.428 14.018
H 15.402 15.142 13.448
H 16.349 13.752 12.988
C 16.495 22.481 7.338
C 15.033 22.348 7.689
O 14.687 21.387 8.742
C 14.808 21.899 9.995
O 15.364 22.926 10.291
O 14.464 20.914 10.761
C 14.858 21.054 12.149
H 16.982 23.088 8.123
H 16.525 23.102 6.407
H 17.016 21.577 7.253
H 14.466 21.970 6.862
H 14.633 23.315 7.944
H 14.077 20.717 12.795
H 15.154 22.098 12.236
H 15.733 20.348 12.323
C 17.051 17.120 8.406
C 16.672 17.818 7.141
O 15.166 17.966 7.172
C 14.792 19.068 6.539
O 15.501 19.753 5.850
O 13.474 19.280 6.687
C 12.667 18.801 7.763
H 18.135 17.214 8.463
H 16.873 15.985 8.375
H 16.573 17.513 9.346
H 16.942 17.456 6.122
H 17.081 18.818 7.160
H 12.776 17.722 7.910
H 11.628 19.218 7.516
H 12.920 19.320 8.688
C 13.699 17.214 12.051
C 12.284 17.051 12.377
O 12.091 16.012 13.345
C 11.520 14.850 12.925
O 11.362 13.921 13.650
O 11.030 14.894 11.651
C 10.617 13.629 11.185
H 14.166 16.398 11.471
H 14.340 17.458 12.892
H 13.682 18.111 11.359
H 11.696 16.864 11.508
H 11.890 18.022 12.792
H 9.570 13.406 11.396
H 11.284 12.859 11.543
H 10.575 13.564 10.094
C 18.629 21.464 10.273
C 18.572 22.014 11.774
O 19.856 22.354 12.203
C 20.766 21.462 12.446
O 20.649 20.282 12.303
O 21.881 22.084 12.661
C 23.013 21.263 13.151
H 17.714 21.789 9.756
H 18.746 20.395 10.110
H 19.559 21.869 9.786
H 18.028 21.354 12.483
H 17.977 22.937 11.669
H 23.833 21.688 12.587
H 22.933 20.246 12.986
H 23.052 21.425 14.314
C 18.239 16.481 11.924
N 19.069 17.346 12.785
C 20.086 16.573 13.488
C 18.551 18.481 13.326
O 17.530 18.968 12.861
H 18.090 15.531 12.396
H 18.854 16.408 11.020
H 17.291 16.897 11.620
H 19.585 15.861 14.239
H 20.656 15.969 12.804
H 20.828 17.104 14.059
H 19.238 18.954 14.069
*
```

Results of the Löwdin charge analysis, in e, for atoms 1 through 6: -0.03 -0.21 0.00 -0.65 0.18 0.02



Record 2
ORCA calculation (ωB97M-V/def2-TZVPD) on the ion C5H11NO with charge +1 at a distorted geometry.

Output
molecular weight	101.15	g mol⁻¹
HOMO energy (alpha / beta)	-14.91 / -14.81	eV
ΔE to the lowest compared entry with this formula, charge and spin	324.3	kJ/mol
electronic energy	-326.7006	Ha
expectation value of S²	0.757

```
! wB97M-V def2-TZVPD RIJCOSX def2/J DEFGRID3
* xyz 1 2
C 1.599 0.594 -0.069
C 2.860 0.213 -0.765
C 0.365 -0.434 0.198
N -0.949 0.044 0.758
C -2.306 -0.502 0.809
C -3.040 -0.160 -0.499
O -4.182 0.404 -0.560
H 2.009 0.859 0.928
H 1.300 1.553 -0.529
H 3.485 1.160 -0.662
H 3.508 -0.503 -0.273
H 2.765 0.032 -1.883
H 0.270 -0.948 -0.838
H 0.660 -1.226 0.903
H -0.765 0.921 1.435
H -2.266 -1.681 0.708
H -2.862 -0.173 1.768
H -2.449 -0.154 -1.428
*
```

Results of the Löwdin charge analysis, in e, for atoms 1 through 6: -0.25 -0.13 -0.10 0.10 -0.11 -0.15



Record 3
ORCA calculation (ωB97M-V/def2-TZVPD) on the ion C9H15N2O with charge +1 at a distorted geometry.

Output
molecular weight	167.23	g mol⁻¹
HOMO energy (alpha / beta)	-12.98 / -12.98	eV
SMILES string	C#C/[N+]([O-])=C(/C)[NH+]1CCCCC1
ΔE to the lowest compared entry with this formula, charge and spin	665.2	kJ/mol
electronic energy	-536.2119	Ha

```
! wB97M-V def2-TZVPD RIJCOSX def2/J DEFGRID3
* xyz 1 1
C 3.515 -1.045 -1.908
C 2.998 -0.289 -1.159
N 2.536 0.518 -0.110
O 3.168 1.602 0.052
C 1.377 0.358 0.468
C 0.929 1.387 1.432
N 0.358 -0.623 0.019
C -0.282 -0.254 -1.230
C -1.549 0.565 -1.114
C -2.431 -0.061 -0.080
C -1.820 -0.304 1.307
C -0.633 -1.184 1.073
H 3.787 -1.480 -2.805
H 1.676 1.849 2.046
H 0.121 0.921 2.026
H 0.518 2.271 0.918
H 0.849 -1.401 -0.247
H -0.629 -1.209 -1.676
H 0.387 0.152 -2.018
H -1.992 0.752 -2.057
H -1.320 1.538 -0.855
H -3.350 0.616 0.028
H -2.729 -1.048 -0.462
H -1.691 0.613 1.969
H -2.673 -0.745 1.816
H -0.136 -1.401 1.928
H -0.983 -2.097 0.641
*
```

Results of the Löwdin charge analysis, in e, for atoms 1 through 6: 0.22 -0.04 -0.19 0.02 -0.17 0.03



Record 4
ORCA calculation (ωB97M-V/def2-TZVPD) on a structure of composition C22H70N5O10 at a distorted geometry.

Output
molecular weight	564.83	g mol⁻¹
HOMO energy	-10.76	eV
ΔE to the lowest compared entry with this formula, charge and spin	498.1	kJ/mol
electronic energy	-1905.8310	Ha

```
! wB97M-V def2-TZVPD RIJCOSX def2/J DEFGRID3
* xyz 1 1
O 3.605 2.068 3.434
H 3.022 1.881 2.632
H 3.659 1.297 4.050
H 3.240 2.791 3.970
O -0.799 2.060 2.811
H -1.128 1.313 3.338
H 0.137 1.816 2.553
H -1.353 2.219 1.956
C 2.481 0.728 -0.505
C 1.362 0.943 0.480
O 1.695 1.733 1.586
H 2.288 -0.156 -1.112
H 3.461 0.679 -0.033
H 2.484 1.588 -1.182
H 1.171 -0.095 0.823
H 0.392 1.200 0.034
C 0.408 -2.552 -3.629
C 1.150 -3.571 -2.745
C 1.669 -4.713 -3.643
O 0.589 -5.404 -4.244
C -0.033 -6.293 -3.339
N 2.274 -2.935 -2.030
H 0.187 -1.655 -3.051
H -0.573 -2.930 -3.930
H 1.021 -2.491 -4.527
H 0.506 -3.945 -1.947
H 2.358 -5.328 -3.054
H 2.374 -4.302 -4.370
H -0.410 -5.825 -2.425
H 0.497 -7.230 -3.167
H -1.003 -6.656 -3.697
H 2.963 -2.583 -2.689
H 1.918 -2.088 -1.603
C -2.851 -1.616 -2.418
C -2.446 -1.026 -1.086
C -1.689 -2.066 -0.245
O -2.486 -3.112 0.194
C -1.823 -4.151 0.882
N -1.630 0.178 -1.281
H -3.622 -2.385 -2.448
H -1.992 -1.954 -3.007
H -3.260 -0.844 -3.082
H -3.355 -0.649 -0.603
H -1.216 -1.598 0.636
H -0.824 -2.344 -0.867
H -2.493 -5.014 0.865
H -1.722 -3.895 1.940
H -0.905 -4.560 0.454
H -1.558 0.408 -2.271
H -0.668 0.014 -0.998
C -0.578 4.092 -2.309
C 0.190 2.791 -2.171
C 0.367 1.916 -3.409
O -0.741 1.137 -3.812
C -0.717 0.602 -5.098
N 1.550 3.174 -1.686
H -0.883 4.338 -1.285
H -1.582 3.909 -2.708
H -0.067 4.905 -2.811
H -0.164 2.116 -1.383
H 1.190 1.191 -3.293
H 0.763 2.472 -4.269
H -1.433 -0.211 -5.220
H 0.222 0.063 -5.293
H -0.823 1.290 -5.940
H 1.391 3.511 -0.739
H 1.995 2.260 -1.616
C 3.987 -0.678 7.582
C 3.801 -0.138 6.160
C 2.321 0.286 6.014
O 1.923 0.261 4.648
C 1.655 -1.022 4.109
N 4.639 1.060 5.900
H 5.001 -1.065 7.686
H 3.306 -1.510 7.776
H 3.773 0.037 8.377
H 4.065 -0.922 5.454
H 2.067 1.282 6.383
H 1.582 -0.332 6.538
H 1.201 -0.902 3.127
H 0.938 -1.519 4.770
H 2.611 -1.543 4.029
H 4.565 1.722 6.667
H 5.594 0.717 5.959
C -4.373 3.269 1.832
C -3.822 2.331 0.776
C -4.496 2.553 -0.632
O -5.830 2.188 -0.728
C -6.077 0.832 -1.029
N -2.344 2.477 0.697
H -4.207 4.305 1.516
H -3.921 3.199 2.819
H -5.460 3.175 1.783
H -4.110 1.291 0.960
H -3.769 2.172 -1.361
H -4.476 3.631 -0.832
H -5.759 0.486 -2.017
H -7.165 0.769 -1.094
H -5.756 0.142 -0.244
H -2.231 3.322 0.140
H -2.060 1.683 0.101
O 3.112 -0.014 -3.871
H 3.125 -0.112 -4.830
H 3.964 -0.358 -3.582
O 1.279 3.668 1.366
H 1.426 2.707 1.284
H 2.166 4.042 1.400
*
```

Results of the Löwdin charge analysis, in e, for atoms 1 through 6: 0.24 0.12 0.10 0.17 0.21 0.16



Record 5
ORCA calculation (ωB97M-V/def2-TZVPD) on the ion CClN4 with charge -1 at a distorted geometry.

Output
molecular weight	103.49	g mol⁻¹
HOMO energy	-4.69	eV
ΔE to the lowest compared entry with this formula, charge and spin	11.8	kJ/mol
electronic energy	-717.3568	Ha

```
! wB97M-V def2-TZVPD RIJCOSX def2/J DEFGRID3
* xyz -1 1
C 0.629 -0.014 -0.066
N -0.091 1.109 -0.011
N -0.152 -1.106 -0.010
N -1.384 0.670 0.032
N -1.359 -0.670 0.032
Cl 2.357 0.011 0.022
*
```

Löwdin analysis output, partial charges in e: -0.98 -0.10 -0.11 -0.15 -0.19 0.52



Record 6
ORCA calculation (ωB97M-V/def2-TZVPD) on a cluster of 11 separate species, C35H65Cl20N6O2S in total at a distorted geometry.

Output
molecular weight	1343.07	g mol⁻¹
HOMO energy	-10.19	eV
electronic energy	-11453.4469	Ha

```
! wB97M-V def2-TZVPD RIJCOSX def2/J DEFGRID3
* xyz 1 1
C 3.334 1.130 -0.739
O 2.544 2.222 -1.226
C 1.495 1.738 -2.005
N 0.521 2.762 -2.336
C 1.158 3.893 -3.096
C 0.896 3.770 -4.617
C 2.039 3.083 -5.393
C 1.648 1.696 -5.890
N 0.491 1.757 -6.768
C 0.324 2.462 -7.918
C -0.956 2.242 -8.391
C -1.560 1.343 -7.486
C -0.656 1.053 -6.487
C -0.248 3.188 -1.288
N 0.122 3.027 0.013
N -1.402 3.768 -1.540
C -1.946 3.984 -2.884
C -3.483 4.058 -2.868
S -4.244 2.909 -4.041
C -3.739 1.383 -3.373
N -3.930 0.959 -2.163
N -3.378 -0.300 -2.117
C -2.912 -0.555 -3.292
O -3.103 0.487 -4.141
H 4.012 1.486 0.022
H 3.872 0.692 -1.582
H 2.700 0.363 -0.288
H 1.910 1.412 -2.965
H 1.022 0.849 -1.574
H 0.706 4.816 -2.752
H 2.232 3.886 -2.959
H 0.026 3.127 -4.743
H 0.630 4.730 -5.050
H 2.210 3.682 -6.288
H 2.983 3.068 -4.851
H 1.356 1.084 -5.040
H 2.483 1.212 -6.394
H 1.090 3.074 -8.359
H -1.389 2.680 -9.269
H -2.558 0.949 -7.572
H -0.763 0.402 -5.642
H 0.374 2.066 0.233
H -0.651 3.239 0.639
H -1.974 4.081 -0.767
H -1.534 4.917 -3.259
H -1.617 3.169 -3.518
H -3.853 3.826 -1.873
H -3.809 5.045 -3.173
H -2.419 -1.443 -3.636
Cl -4.933 -4.256 2.051
C -4.593 -2.804 1.076
C -3.243 -2.874 0.414
Cl -1.905 -2.763 1.593
H -4.678 -1.936 1.724
H -5.368 -2.743 0.314
H -3.133 -2.040 -0.276
H -3.122 -3.802 -0.140
Cl 4.549 -0.674 1.650
C 5.444 -2.076 1.012
C 6.846 -1.707 0.607
Cl 6.862 -0.644 -0.832
H 4.878 -2.484 0.178
H 5.476 -2.822 1.805
H 7.407 -2.603 0.347
H 7.368 -1.193 1.406
Cl 9.615 0.163 1.049
C 9.054 1.783 1.533
C 9.151 1.989 3.021
Cl 7.979 0.976 3.905
H 8.031 1.900 1.183
H 9.682 2.505 1.014
H 8.925 3.026 3.264
H 10.146 1.756 3.392
Cl 4.604 -1.139 5.134
C 2.973 -1.512 5.743
C 1.999 -1.815 4.633
Cl 1.625 -0.374 3.648
H 2.641 -0.667 6.341
H 3.065 -2.381 6.394
H 1.058 -2.160 5.058
H 2.379 -2.584 3.965
Cl -3.222 6.463 -0.340
C -4.678 5.829 0.491
C -4.543 5.872 1.990
Cl -3.333 4.707 2.592
H -4.854 4.816 0.137
H -5.513 6.453 0.178
H -5.493 5.608 2.450
H -4.255 6.861 2.336
Cl -3.537 -7.462 -0.223
C -5.009 -7.849 0.710
C -5.099 -9.312 1.045
Cl -5.394 -10.320 -0.401
H -5.868 -7.517 0.132
H -4.964 -7.265 1.628
H -5.931 -9.481 1.723
H -4.192 -9.663 1.522
Cl 1.064 2.209 6.451
C 0.492 3.699 5.660
C -0.425 3.406 4.505
Cl 0.435 2.655 3.123
H 1.362 4.269 5.346
H -0.048 4.273 6.411
H -0.863 4.331 4.132
H -1.236 2.743 4.797
Cl -3.087 2.966 6.182
C -3.482 1.320 5.610
C -4.963 1.129 5.412
Cl -5.851 1.133 6.953
H -3.079 0.613 6.331
H -2.963 1.177 4.661
H -5.144 0.164 4.941
H -5.382 1.908 4.781
Cl -5.956 -9.427 4.579
C -4.545 -10.226 5.321
C -3.291 -9.403 5.189
Cl -2.694 -9.307 3.507
H -4.432 -11.205 4.862
H -4.780 -10.362 6.375
H -2.493 -9.857 5.774
H -3.446 -8.388 5.544
Cl 3.416 -0.963 -3.305
C 4.342 -2.335 -3.983
C 5.717 -1.913 -4.427
Cl 5.653 -0.843 -5.852
H 3.767 -2.753 -4.805
H 4.418 -3.086 -3.198
H 6.294 -2.792 -4.711
H 6.248 -1.391 -3.637
*
```

Results of the Löwdin charge analysis, in e, for atoms 1 through 6: -0.14 -0.16 -0.24 0.00 -0.09 -0.15



Record 7
ORCA calculation (ωB97M-V/def2-TZVPD) on a structure of composition C11H8Cl5I2N2Ni at a distorted geometry.

Output
molecular weight	657.97	g mol⁻¹
HOMO energy (alpha / beta)	-11.70 / -11.68	eV
ΔE to the lowest compared entry with this formula, charge and spin	88.5	kJ/mol
electronic energy	-4937.8863	Ha
expectation value of S²	2.007

```
! wB97M-V def2-TZVPD RIJCOSX def2/J DEFGRID3
* xyz 1 3
Ni 0.878 1.084 0.258
I 0.395 3.380 1.274
C -1.100 4.582 0.211
I -2.961 3.623 -0.177
H -0.668 4.869 -0.741
H -1.287 5.444 0.844
Cl 3.191 1.081 -0.213
C 2.872 -0.582 0.136
C 1.550 -0.807 0.514
C 1.172 -2.138 0.691
Cl -0.421 -2.535 1.141
C 2.090 -3.187 0.505
Cl 1.582 -4.813 0.675
C 3.424 -2.908 0.194
Cl 4.556 -4.177 0.028
C 3.834 -1.576 0.005
Cl 5.453 -1.199 -0.383
C -2.166 0.322 1.448
C -1.956 0.128 -0.003
N -0.837 0.418 -0.655
C -1.022 0.055 -1.962
C -2.278 -0.446 -2.101
N -2.849 -0.388 -0.861
H -1.248 0.715 1.886
H -2.392 -0.622 1.936
H -2.988 1.006 1.644
H -0.249 0.168 -2.696
H -2.783 -0.842 -2.959
H -3.794 -0.656 -0.637
*
```

Results of the Löwdin charge analysis, in e, for atoms 1 through 6: 0.23 1.00 -1.02 0.84 -0.03 -0.03



Record 8
ORCA calculation (ωB97M-V/def2-TZVPD) on a cluster of 2 separate species, C10H16 in total at a distorted geometry.

Output
molecular weight	136.24	g mol⁻¹
HOMO energy	-9.05	eV
SMILES string	CCc1ccccc1.CC
ΔE to the lowest compared entry with this formula, charge and spin	72.8	kJ/mol
electronic energy	-390.6081	Ha

```
! wB97M-V def2-TZVPD RIJCOSX def2/J DEFGRID3
* xyz 0 1
C 1.889 2.953 -0.016
C 1.128 1.943 0.845
C -0.020 1.326 0.119
C 0.194 0.483 -0.968
C -0.841 -0.176 -1.630
C -2.133 0.031 -1.185
C -2.395 1.042 -0.261
C -1.341 1.659 0.394
H 1.908 2.633 -1.055
H 2.911 3.155 0.300
H 1.331 3.888 0.024
H 1.770 1.232 1.376
H 0.755 2.463 1.737
H 1.210 0.286 -1.294
H -0.514 -0.726 -2.502
H -2.989 -0.524 -1.549
H -3.425 1.094 0.063
H -1.588 2.243 1.277
C 0.349 -3.707 1.041
C 0.204 -2.569 0.021
H 1.334 -4.166 1.059
H 0.173 -3.356 2.059
H -0.435 -4.437 0.853
H -0.415 -2.813 -0.840
H 1.199 -2.273 -0.312
H -0.260 -1.683 0.445
*
```

Results of the Löwdin charge analysis, in e, for atoms 1 through 6: -0.09 -0.22 -0.25 -0.08 -0.11 -0.10